Below is 4 unconnected molecules or ions with the total composition C24H66N9O8P3, with properties calculated with wB97M-V/def2-TZVPD.

Multiplicity: 1
E_LUMO in eV: 0.64
SMILES string: CN(C)P(=O)(N(C)C)N(C)C.CN(C)P(=O)(N(C)C)N(C)C.CN(C)P(=O)(N(C)C)N(C)C.O=COCCOCOCCO
Orbital gap in eV: 8.8
HOMO level in eV: -8.169

Geometry as XYZ:
```
110
Properties=species:S:1:pos:R:3:forces:R:3:lowdin_charge:R:1
C -0.44619 -1.26017 0.16327 -0.523 0.116 0.117 -0.13
N 0.21632 -2.54437 0.26671 0.567 0.018 -0.126 -0.31
C -0.01657 -3.33440 -0.93774 0.099 -0.304 -0.089 -0.14
P 0.32759 -3.51311 1.66380 1.331 5.797 0.962 0.69
O 1.60062 -4.25647 1.43180 -1.907 -2.635 -0.228 -0.29
N 0.81219 -2.57106 3.06675 0.173 0.188 -0.183 -0.31
C 1.08587 -1.14523 2.95928 -0.304 0.231 -0.007 -0.14
C 1.91177 -3.17975 3.81474 0.119 -0.233 -0.039 -0.15
N -1.36792 -3.52027 2.07961 0.184 -3.233 -0.430 -0.30
C -1.94367 -2.60077 3.04075 -0.014 0.546 0.331 -0.13
C -1.79331 -4.89801 2.41856 0.037 -0.104 -0.250 -0.13
H -1.54576 -1.33263 0.14875 0.025 -0.090 0.045 0.08
H -0.13318 -0.78045 -0.76352 0.014 -0.128 -0.071 0.06
H -0.15340 -0.57488 0.95019 -0.044 -0.115 0.011 0.05
H -1.05238 -3.70559 -0.99378 0.015 0.041 -0.023 0.08
H 0.66619 -4.18461 -0.97730 -0.048 -0.015 0.106 0.07
H 0.18385 -2.73334 -1.82481 0.001 0.094 0.074 0.07
H 1.80525 -0.90796 2.16303 -0.008 0.054 0.033 0.08
H 1.48848 -0.77838 3.90542 0.119 -0.158 0.022 0.08
H 0.17939 -0.55972 2.80413 -0.003 -0.087 -0.077 0.06
H 2.88866 -2.98774 3.35352 0.009 -0.054 -0.011 0.08
H 1.79358 -4.25758 3.89451 -0.015 0.004 -0.026 0.07
H 1.93016 -2.77059 4.82785 -0.108 0.085 -0.028 0.08
H -1.50404 -2.67221 4.03996 0.099 0.035 -0.072 0.08
H -3.01067 -2.82045 3.12566 0.023 -0.184 -0.226 0.07
H -1.89726 -1.56941 2.69238 0.277 0.000 0.010 0.07
H -1.34225 -5.24807 3.35666 -0.116 -0.014 0.037 0.08
H -1.49635 -5.59000 1.62488 0.030 0.033 0.041 0.08
H -2.87775 -4.95601 2.51081 -0.012 0.127 -0.019 0.08
C -9.23348 -1.92383 2.94053 -0.291 0.326 -0.327 -0.14
N -7.79010 -1.98398 2.87820 0.269 -0.379 0.267 -0.32
C -7.19633 -0.99640 3.77219 0.365 0.025 0.019 -0.14
P -6.85347 -2.22391 1.46933 -4.654 -3.907 0.501 0.69
O -5.62940 -2.87452 2.01113 1.625 2.754 -0.849 -0.28
N -7.47256 -3.55448 0.50604 -0.090 -0.123 0.242 -0.31
C -8.63278 -4.32402 0.93285 -0.349 0.162 -0.053 -0.15
C -6.43163 -4.50423 0.10715 0.277 0.011 0.033 -0.15
N -7.58981 -0.98469 0.48311 2.925 1.365 -0.031 -0.31
C -8.66128 -1.26480 -0.45354 -0.345 -0.362 -0.102 -0.14
C -6.53518 -0.20213 -0.20423 0.117 0.041 0.229 -0.13
H -9.64569 -0.98214 2.54536 0.018 -0.009 0.004 0.08
H -9.54692 -2.00945 3.98303 0.129 0.085 0.052 0.09
H -9.70553 -2.75283 2.42647 0.071 0.091 -0.050 0.04
H -7.31895 0.03064 3.39503 -0.047 -0.009 0.070 0.08
H -6.13357 -1.19666 3.91292 -0.007 -0.003 -0.122 0.07
H -7.65807 -1.05625 4.75826 -0.120 -0.039 -0.041 0.08
H -8.53663 -4.70555 1.95820 -0.039 -0.036 -0.030 0.09
H -8.77301 -5.17399 0.26317 0.192 -0.042 -0.004 0.08
H -9.56068 -3.75711 0.84930 0.074 0.065 0.037 0.05
H -6.17889 -5.20788 0.90937 0.047 0.025 0.006 0.08
H -5.51549 -3.99608 -0.18394 -0.012 0.022 0.016 0.07
H -6.77979 -5.08180 -0.75211 -0.127 0.070 -0.002 0.08
H -8.39239 -1.98877 -1.22728 -0.009 -0.045 0.076 0.08
H -8.92327 -0.32464 -0.94361 0.122 0.091 0.110 0.09
H -9.56652 -1.59112 0.05653 0.099 -0.209 0.057 0.07
H -6.01188 -0.79702 -0.96363 -0.036 0.091 -0.082 0.08
H -5.79257 0.14582 0.51910 -0.015 -0.049 -0.020 0.08
H -6.95613 0.68053 -0.68496 -0.106 -0.029 0.029 0.08
C 2.25029 7.12453 -1.75846 0.094 0.110 0.530 -0.14
N 2.81734 5.97332 -2.42278 0.003 -0.018 -0.636 -0.31
C 1.94062 4.81637 -2.29912 0.095 -0.383 -0.059 -0.14
P 4.46400 5.51698 -2.42845 -0.844 5.838 -1.171 0.69
O 4.58326 4.78378 -3.71915 0.510 -2.690 1.883 -0.28
N 5.51585 6.87777 -2.77942 -0.228 0.130 -0.163 -0.31
C 4.97288 8.20240 -3.04615 -0.127 0.206 0.311 -0.15
C 6.50556 6.58498 -3.81765 0.055 -0.230 -0.136 -0.15
N 4.72654 5.58243 -0.70300 0.624 -3.146 -0.218 -0.30
C 5.28580 6.74491 -0.04094 0.079 0.495 -0.085 -0.14
C 5.45978 4.37113 -0.26428 -0.172 -0.177 -0.143 -0.13
H 2.18622 7.00662 -0.66526 0.007 -0.009 -0.017 0.08
H 1.23735 7.28668 -2.13285 -0.028 -0.160 -0.012 0.09
H 2.79143 8.03784 -1.97897 0.046 -0.106 0.059 0.04
H 1.94866 4.40914 -1.27572 -0.122 -0.002 -0.029 0.08
H 2.24228 4.03180 -2.99469 0.107 0.039 0.042 0.06
H 0.91424 5.07752 -2.55856 0.014 0.168 0.050 0.08
H 4.20304 8.19688 -3.82933 0.025 0.056 0.001 0.09
H 5.77669 8.86980 -3.36115 0.081 -0.135 -0.115 0.08
H 4.56569 8.67211 -2.14980 -0.035 -0.107 0.000 0.05
H 6.08486 6.65451 -4.82759 0.003 -0.058 -0.006 0.08
H 6.92155 5.58706 -3.70395 -0.027 -0.005 0.016 0.07
H 7.32858 7.29962 -3.74374 -0.063 0.067 0.114 0.08
H 6.28391 7.01656 -0.39521 -0.058 0.023 -0.062 0.08
H 5.35391 6.51500 1.02454 -0.084 -0.165 -0.031 0.09
H 4.62335 7.60657 -0.11258 0.046 0.024 -0.232 0.07
H 6.49264 4.36017 -0.63759 0.040 0.013 0.132 0.09
H 4.95741 3.47289 -0.63375 0.012 0.068 0.003 0.05
H 5.48335 4.30288 0.82313 -0.053 0.099 0.015 0.08
O 1.69823 0.75460 -1.36846 -0.772 0.077 0.132 0.11
C 2.77032 1.09479 -1.75727 -0.895 -0.353 0.259 -0.36
O 3.76241 1.32679 -0.87538 0.568 0.117 -0.684 -0.06
C 4.85592 0.40684 -1.04067 0.231 -0.342 0.473 -0.13
C 4.63079 -0.72612 -0.03481 -0.204 0.524 0.411 -0.18
O 5.80817 -1.45071 0.22865 -0.181 -0.170 -0.325 -0.08
C 6.09045 -2.53420 -0.63663 0.649 -0.253 -0.203 -0.23
O 5.34292 -2.55459 -1.81783 -0.115 -0.136 0.307 -0.12
C 4.30998 -3.54502 -1.82552 -0.591 -0.006 0.043 -0.18
C 3.50795 -3.34684 -3.09408 0.652 0.334 -0.012 -0.21
O 2.56743 -2.28960 -2.95614 -0.059 -0.208 -0.017 -0.06
H 2.90978 1.20449 -2.83997 0.892 0.197 0.014 0.16
H 4.93626 0.04107 -2.06555 0.000 0.120 -0.089 0.13
H 5.77591 0.90910 -0.74793 0.016 0.154 -0.182 0.13
H 4.36831 -0.22076 0.89549 0.055 -0.103 0.116 0.14
H 3.76465 -1.34386 -0.27954 0.064 -0.124 -0.150 0.12
H 5.99171 -3.48569 -0.10459 -0.324 0.070 0.157 0.14
H 7.14316 -2.44675 -0.91361 0.004 0.188 -0.045 0.14
H 4.71897 -4.55437 -1.74008 0.226 0.026 -0.194 0.13
H 3.62605 -3.41049 -0.97948 0.080 0.000 0.137 0.13
H 2.99681 -4.26069 -3.38523 -0.258 0.063 0.087 0.12
H 4.22709 -3.08419 -3.87754 -0.040 -0.187 -0.159 0.12
H 2.99245 -1.61160 -2.42122 -0.100 0.075 -0.035 0.05
```
Positions in Å, forces in eV/Å.